Record 1
56
Properties=species:S:1:pos:R:3:nbo_charge:R:1 method="wB97M-V/def2-TZVPD" charge=+2 energy_ha=-4422.54111 gap_ev=9.061
Ba -0.35778 0.52462 -1.59448 1.891
O -2.40677 -0.51924 -0.59141 -1.143
S -3.60523 -1.22070 0.05069 1.289
C -3.09483 -1.60045 1.74515 -0.590
C -2.29721 -0.48916 2.43057 -0.418
C -0.79988 -0.78661 2.47274 -0.416
C -0.01361 0.37870 3.07967 -0.591
S 1.30235 1.00995 2.01664 1.294
O 0.67694 1.10473 0.62598 -1.134
C 2.37072 -0.41159 1.98728 -0.205
C 3.26948 -0.54162 3.03953 -0.234
C 4.11711 -1.63761 3.06777 -0.181
C 4.07557 -2.57647 2.04408 -0.175
C 3.18980 -2.42280 0.98658 -0.191
C 2.32986 -1.33400 0.95465 -0.248
C -4.81703 0.04159 0.35305 -0.205
C -6.12061 -0.38652 0.56377 -0.230
C -7.10117 0.55728 0.83049 -0.182
C -6.77644 1.90625 0.86178 -0.167
C -5.47312 2.32272 0.62051 -0.194
C -4.48230 1.38852 0.36265 -0.243
H -2.52490 -2.52866 1.67118 0.245
H -4.03080 -1.83335 2.25518 0.261
H -2.67180 -0.35709 3.44681 0.237
H -2.46097 0.46137 1.92115 0.215
H -0.44726 -0.99304 1.45935 0.204
H -0.61880 -1.69481 3.04886 0.234
H 0.48681 0.12840 4.01634 0.259
H -0.64839 1.24613 3.27219 0.245
H 3.31557 0.20602 3.82318 0.235
H 4.81884 -1.75193 3.88245 0.243
H 4.74353 -3.42687 2.06749 0.240
H 3.16437 -3.14930 0.18506 0.235
H 1.65577 -1.20828 0.11776 0.203
H -6.37169 -1.43939 0.51387 0.236
H -8.12088 0.23923 0.99802 0.242
H -7.54640 2.63913 1.06117 0.240
H -5.23214 3.37718 0.63153 0.231
H -3.46840 1.70088 0.15028 0.211
O -1.01062 2.79501 -3.07920 -1.012
H -1.41406 2.78292 -3.95616 0.512
H -1.00735 3.72243 -2.81314 0.512
C 4.31102 0.53638 -1.87508 -0.969
As 3.50242 -0.01335 -3.53001 1.475
C 4.80807 -1.03465 -4.48775 -0.962
C 3.17924 1.58043 -4.55390 -0.967
S 1.73922 -1.14895 -3.20908 -0.841
H 5.23478 1.07882 -2.07182 0.260
H 4.51841 -0.35232 -1.28187 0.262
H 3.61793 1.17696 -1.33137 0.239
H 5.70185 -0.42863 -4.63075 0.257
H 4.39229 -1.31947 -5.45175 0.267
H 5.04843 -1.92812 -3.91635 0.264
H 4.11923 2.10369 -4.72454 0.260
H 2.49471 2.22964 -4.01099 0.237
H 2.73607 1.29596 -5.50584 0.264


Record 2
108
Properties=species:S:1:pos:R:3:lowdin_charge:R:1 method="wB97M-V/def2-TZVPD" charge=-2 energy_ha=-4300.56940 gap_ev=5.557
Na 1.01986 3.08252 -1.21596 0.144
C -4.00790 5.24931 1.15575 -0.437
S -3.27152 5.73567 -0.41982 0.752
C -1.67372 4.96467 -0.40178 -1.206
S -0.83262 5.16517 -1.87876 0.435
N -1.34119 4.41454 0.72733 -0.096
N -0.11681 3.77733 0.71793 -0.021
C 0.27236 3.42884 1.87838 -0.160
C 1.48939 2.61454 2.04594 -0.312
C 1.88338 2.24284 3.33012 -0.053
C 2.98873 1.42706 3.48144 -0.085
C 3.66873 1.01141 2.34801 -0.071
C 3.20724 1.43831 1.10998 -0.127
N 2.14731 2.21842 0.95255 0.125
H -4.76576 5.99291 1.40571 0.012
H -3.23914 5.22546 1.92241 0.014
H -4.46659 4.26406 1.09141 0.027
H -0.31435 3.66351 2.76541 0.111
H 1.29750 2.56413 4.18108 0.107
H 3.30167 1.10505 4.46737 0.099
H 4.52960 0.35904 2.40925 0.094
H 3.70345 1.12905 0.19614 0.097
C 2.97681 2.50528 -2.69377 -0.257
Si 2.31711 1.59345 -4.07285 0.537
C 0.46483 1.16897 -3.86080 -0.235
N 0.06389 0.97147 -2.46945 -0.221
C -1.37892 1.04980 -2.26468 -0.197
C -2.14580 -0.09191 -2.95823 -0.170
C -1.32632 -1.39397 -2.93727 -0.198
C -0.37204 -1.40284 -1.74817 -0.194
C 0.61788 -0.22703 -1.82277 -0.180
C 3.18669 -0.04755 -4.60109 -0.247
C 2.53516 -1.18450 -5.08368 -0.104
C 3.22316 -2.35133 -5.39413 -0.109
C 4.60021 -2.40912 -5.23392 -0.125
C 5.27587 -1.29265 -4.75968 -0.112
C 4.57282 -0.13833 -4.44316 -0.109
C 2.35448 2.64589 -5.66153 -0.220
C 1.70927 3.88717 -5.67065 -0.091
C 1.74210 4.71502 -6.78338 -0.103
C 2.42533 4.31984 -7.92626 -0.127
C 3.07324 3.09366 -7.94253 -0.117
C 3.03437 2.27257 -6.82127 -0.098
H 3.71261 3.25715 -2.99284 -0.053
H 3.38185 1.90277 -1.87457 -0.065
H 0.14587 0.34965 -4.52820 0.065
H -0.06849 2.05769 -4.21994 0.085
H -1.72770 2.02616 -2.60894 0.105
H -1.56446 1.00905 -1.18682 0.072
H -2.38576 0.18103 -3.98960 0.096
H -3.09821 -0.23758 -2.44066 0.102
H -0.74789 -1.48594 -3.86197 0.085
H -1.99020 -2.26250 -2.90053 0.098
H 0.18553 -2.34319 -1.69849 0.103
H -0.94533 -1.32642 -0.81927 0.041
H 1.50964 -0.52573 -2.38068 0.102
H 0.94089 0.02373 -0.80514 0.087
H 1.45936 -1.16774 -5.21980 0.082
H 2.68180 -3.21881 -5.75538 0.090
H 5.14152 -3.31949 -5.46618 0.086
H 6.35139 -1.32666 -4.62198 0.089
H 5.09995 0.72299 -4.04433 0.094
H 1.17989 4.21744 -4.78256 0.098
H 1.23311 5.67168 -6.75655 0.094
H 2.45166 4.96529 -8.79738 0.085
H 3.60981 2.77418 -8.82939 0.087
H 3.54586 1.31624 -6.85181 0.089
C -0.15005 -4.80062 4.25392 -0.229
Si -0.21709 -3.52380 2.85209 0.314
C 1.52618 -2.87702 2.56775 -0.227
C -0.75042 -4.44753 1.29464 -0.216
Si -1.65854 -1.74918 3.32526 -0.157
Te -1.22333 0.18031 1.89747 0.329
Si -1.32625 -1.16918 5.56216 0.308
C -2.05304 -2.40982 6.79954 -0.228
C -2.09860 0.50879 5.91999 -0.232
C 0.52462 -1.01884 5.91212 -0.224
Si -3.85402 -2.49579 3.07745 0.304
C -4.27668 -2.66135 1.25113 -0.227
C -4.20010 -4.16558 3.90782 -0.227
C -5.03629 -1.22712 3.82158 -0.231
H 0.54705 -5.60549 3.99860 0.018
H -1.13188 -5.24436 4.43469 0.012
H 0.18443 -4.34714 5.18952 0.004
H 2.20078 -3.68669 2.27223 0.022
H 1.92427 -2.40200 3.46702 0.012
H 1.51096 -2.11861 1.78241 0.009
H -0.11545 -5.32427 1.13356 0.022
H -0.66975 -3.79601 0.42224 0.016
H -1.78646 -4.78527 1.36151 0.005
H -3.13572 -2.49123 6.68068 0.008
H -1.84880 -2.08312 7.82460 0.017
H -1.63006 -3.40765 6.66799 0.008
H -3.18187 0.48418 5.78586 0.013
H -1.70689 1.24438 5.21480 0.005
H -1.88086 0.83027 6.94327 0.019
H 1.02152 -1.99131 5.88375 0.010
H 0.70081 -0.57216 6.89583 0.020
H 0.98734 -0.38456 5.15222 0.009
H -3.66387 -3.41911 0.75989 0.009
H -4.08376 -1.71086 0.75000 0.013
H -5.32986 -2.92805 1.11865 0.020
H -3.61107 -4.96307 3.44870 0.010
H -5.25896 -4.42369 3.80170 0.017
H -3.95801 -4.14702 4.97224 0.006
H -4.78537 -0.23349 3.44519 0.024
H -4.96506 -1.20292 4.91156 0.010
H -6.07227 -1.45275 3.55079 0.018


Sequential energy relative to the best compared isomer or geometry (same formula, charge and spin) output: 0.1247; 0.2156 eV